Record 1
DFT (ωB97M-V/def2-TZVPD) results for a cluster of 4 separate species, C29H59FN4O8P in total.

```
102
C29H59FN4O8P, DFT ωB97M-V/def2-TZVPD
C 2.3881 -1.6309 4.2827
C 0.9813 -2.2036 4.4716
C -0.1039 -1.1327 4.3400
C -0.4079 -0.8832 2.8585
C -1.4397 -1.8778 2.3209
C -1.1028 -2.4895 0.9337
C -0.5552 -1.4359 0.0011
C -1.4432 -0.4792 -0.5265
C -2.9020 -0.5034 -0.1969
O -3.3846 0.3917 0.4038
O -3.5356 -1.5977 -0.6065
N -4.9517 -1.5157 -0.3783
C -5.5402 -2.4559 -1.3372
C -5.1709 -1.9841 0.9897
C -6.1553 -1.2129 1.7846
O -4.5607 -2.9130 1.4178
C -0.9758 0.5508 -1.3398
O -1.8500 1.4820 -1.8014
C -2.3529 1.3100 -3.1325
C -3.1990 0.0714 -3.3383
C 0.3977 0.6626 -1.5887
C 0.8705 1.8293 -2.4329
C 1.2054 1.4300 -3.8942
C 2.3955 2.1557 -4.5025
F 3.4852 2.2550 -3.6587
N 1.2616 -0.2698 -1.0798
P 3.0215 0.0977 -1.4736
N 3.7489 -1.3763 -1.7448
O 3.5357 0.4192 0.0356
C 0.8103 -1.3241 -0.3205
C 1.7815 -2.3501 0.1998
C 1.9770 -3.5762 -0.7067
C 0.7383 -4.4498 -0.9713
N 0.8803 -5.2507 -2.2024
H 3.1136 -2.3691 4.6183
H 2.5349 -0.7190 4.8512
H 2.5989 -1.4697 3.2283
H 0.9103 -2.7396 5.4142
H 0.8452 -2.9574 3.6902
H 0.2494 -0.2182 4.8087
H -1.0074 -1.4489 4.8581
H -0.7224 0.1475 2.7062
H 0.5448 -0.9903 2.3431
H -2.4478 -1.4747 2.3414
H -1.4445 -2.7271 3.0008
H -0.4084 -3.2961 1.1061
H -2.0072 -2.9215 0.5270
H -6.5839 -2.2016 -1.4888
H -5.4847 -3.4879 -0.9909
H -5.0052 -2.3891 -2.2749
H -5.7563 -0.2324 2.0291
H -7.1070 -1.0903 1.2741
H -6.3298 -1.7482 2.7103
H -1.5613 1.3393 -3.8774
H -2.9754 2.1793 -3.3110
H -3.5312 0.0548 -4.3722
H -2.6788 -0.8512 -3.1008
H -4.1028 0.1535 -2.7389
H 0.0325 2.5150 -2.4583
H 1.6973 2.3569 -1.9741
H 1.3690 0.3517 -3.9217
H 0.3784 1.6157 -4.5699
H 2.6523 1.6806 -5.4406
H 2.0889 3.1705 -4.7544
H 4.1245 -1.8119 -0.9071
H 4.5089 -1.2637 -2.4046
H 3.4628 1.3689 0.1935
H 2.7240 -1.8481 0.3893
H 1.4268 -2.6753 1.1686
H 2.7037 -4.2089 -0.1954
H 2.4109 -3.3248 -1.6643
H 0.5645 -5.1255 -0.1392
H -0.1447 -3.8390 -1.1280
H 1.8501 -5.4698 -2.3842
H 0.5233 -4.7051 -2.9729
C -0.3397 4.4944 2.8576
C -0.9333 3.1683 3.2953
O -0.0425 2.4433 4.1392
H 0.6022 4.3339 2.3305
H -1.0227 5.0336 2.1998
H -0.1278 5.1236 3.7246
H -1.1304 2.5331 2.4308
H -1.8786 3.3322 3.8218
H 0.1265 2.9886 4.9155
C 3.0762 0.7486 -9.1639
C 2.7458 2.1988 -8.8661
O 2.9191 2.5079 -7.4793
H 2.4472 0.0847 -8.5691
H 2.9242 0.5209 -10.2189
H 4.1163 0.5295 -8.9115
H 1.7048 2.4116 -9.1011
H 3.3747 2.8637 -9.4645
H 3.8429 2.3455 -7.2611
C 2.1555 3.3526 8.0324
C 1.4441 4.3825 7.1755
O 0.0261 4.2018 7.1970
H 1.9180 2.3443 7.6910
H 3.2367 3.4902 7.9946
H 1.8351 3.4299 9.0735
H 1.7539 4.2921 6.1341
H 1.6849 5.3941 7.5158
H -0.2650 4.2911 8.1093
```

Properties
HOMO energy in eV: -11.6
Frontier orbital gap in eV: 8.11
Energy above the lowest of the compared OMol25 structures with the same formula, charge and spin in kcal per mole: 0.0
DFT total energy in hartree: -2402.2930
Lowest unoccupied orbital energy in eV: -3.5
Multiplicity: 1
Net charge: +1

Record 2
DFT (ωB97M-V/def2-TZVPD) results for the molecule C5H8O2.

```
15
C5H8O2, DFT ωB97M-V/def2-TZVPD
C -0.4810 1.4787 -0.7424
C -1.3539 -0.1656 0.3983
C 0.2110 -0.1343 -0.0799
C 0.6279 -1.0623 -1.1093
C 0.9674 0.2239 1.2081
O -0.0722 2.4736 -1.2525
O -1.6656 1.0606 -0.2490
H -1.9810 -0.8584 -0.0884
H -1.6703 -0.2573 1.4059
H -0.2681 -1.0144 -1.8825
H 0.8372 -2.0112 -0.6333
H 1.6021 -0.5773 -1.4041
H 0.6340 -0.5581 1.9605
H 0.5764 1.1306 1.5600
H 2.0359 0.2716 0.9086
```

Properties
HOMO energy (alpha / beta) in eV: -4.2 / -10.6
Frontier orbital gap (alpha / beta) in eV: 4.94 / 8.25
Energy above the lowest of the compared OMol25 structures with the same formula, charge and spin in kcal per mole: 66.8
DFT total energy in hartree: -345.5302
Lowest unoccupied orbital energy (alpha / beta) in eV: 0.7 / -2.4
Multiplicity: 3
Net charge: 0

Record 3
DFT (ωB97M-V/def2-TZVPD) results for the molecule C3H7N3O2.

```
15
C3H7N3O2, DFT ωB97M-V/def2-TZVPD
H -2.1937 1.2902 1.1587
N -2.4043 0.6591 0.3594
C -1.4328 0.3804 -0.4581
N -1.8887 -0.3737 -1.5955
O -0.0643 0.4145 -0.4397
N 0.0223 1.0906 0.8909
C 1.2143 0.8251 1.3891
O 2.1583 0.1230 0.7862
C 1.9626 -1.1115 -0.0207
H -1.4265 -0.0100 -2.5336
H -3.0209 -0.6405 -1.4554
H 1.4802 1.3779 2.3705
H 1.1382 -0.8116 -0.9707
H 3.0501 -1.3734 -0.1990
H 1.4053 -1.8402 0.7180
```

Properties
HOMO energy in eV: -8.8
Frontier orbital gap in eV: 9.53
Energy above the lowest of the compared OMol25 structures with the same formula, charge and spin in kcal per mole: 151.2
DFT total energy in hartree: -433.0818
Lowest unoccupied orbital energy in eV: 0.7
Multiplicity: 1
SMILES: [H]/N=C(/N)O/N=C\OC
Net charge: 0

Record 4
DFT (ωB97M-V/def2-TZVPD) results for the molecule C5H3NO.

```
10
C5H3NO, DFT ωB97M-V/def2-TZVPD
N 3.3278 0.3086 -0.6373
C 2.3301 0.6317 -0.1466
C 1.1129 0.7400 0.5960
C 0.2825 -0.2353 0.3319
C -0.6907 -0.9801 -0.1147
C -1.9029 -0.1574 -0.4094
O -1.9356 1.0408 -0.2543
H 0.9870 1.4483 1.4105
H -0.6998 -2.0659 -0.1250
H -2.8115 -0.7306 -0.6510
```

Properties
HOMO energy in eV: -10.2
Frontier orbital gap in eV: 9.53
Energy above the lowest of the compared OMol25 structures with the same formula, charge and spin in kcal per mole: 48.2
DFT total energy in hartree: -322.2149
Lowest unoccupied orbital energy in eV: -0.6
Multiplicity: 1
SMILES: N#CC=C=CC=O
Net charge: 0

Record 5
DFT (ωB97M-V/def2-TZVPD) results for a structure of composition C40H70F3FeN2O12.

```
128
C40H70F3FeN2O12, DFT ωB97M-V/def2-TZVPD
Fe 5.5687 -34.6012 -2.8981
C 4.7351 -36.6795 -0.0462
O 3.3793 -36.8162 -0.1358
O 5.0712 -35.9166 -1.2326
C 5.1277 -36.1768 1.3927
F 4.6400 -34.9965 1.6661
F 4.7926 -37.0243 2.4155
F 6.4674 -36.1837 1.5868
C 2.4264 -35.7643 -0.1038
C 1.0592 -36.2339 -0.5541
H 1.2204 -36.8946 -1.4060
H 0.6669 -36.9526 0.1653
H 0.3248 -35.4476 -0.7288
H 2.6315 -34.9827 -0.8354
H 2.3745 -35.2436 0.8524
H 5.0582 -37.7180 -0.1192
C 4.9871 -32.6518 -6.5397
C 3.9965 -32.6392 -7.4468
C 2.7285 -33.3973 -7.1430
O 1.7934 -33.5469 -8.0858
C 2.5712 -34.0772 -5.9855
C 3.6338 -34.0695 -4.9552
C 4.9300 -33.2132 -5.2502
O 5.7868 -33.1912 -4.3976
O 3.7346 -34.8265 -3.9727
O 4.2178 -31.9465 -8.4826
H 5.9405 -32.2103 -6.7896
H 1.6877 -34.6446 -5.7325
C 8.7720 -38.9954 0.3396
C 8.6795 -39.4904 -1.1381
C 9.9356 -38.9415 -1.7823
C 10.4011 -39.7559 -2.8936
C 10.4274 -41.2543 -2.6240
C 9.1157 -41.8238 -2.1650
N 8.6560 -41.0033 -1.0335
O 7.5760 -41.4252 -0.3041
C 8.0699 -41.8766 -3.1880
C 9.3786 -43.2219 -1.6964
C 7.3852 -38.8877 -1.8015
H 8.9396 -37.9321 0.5111
H 9.6244 -39.5543 0.7258
H 7.8507 -39.3052 0.8329
H 9.6433 -37.9555 -2.1435
H 10.8056 -38.9178 -1.1261
H 11.3722 -39.3786 -3.2141
H 9.6818 -39.6592 -3.7068
H 11.2326 -41.4867 -1.9271
H 10.5725 -41.6433 -3.6318
H 8.4573 -42.6016 -3.9038
H 7.1084 -42.1222 -2.7372
H 7.9086 -41.0253 -3.8494
H 9.5460 -43.9726 -2.4688
H 10.3283 -43.2450 -1.1619
H 8.5949 -43.5419 -1.0097
H 7.3795 -37.8049 -1.6764
H 6.3883 -39.2564 -1.5600
H 7.5046 -39.0076 -2.8783
H 7.9936 -41.7822 0.4832
C 9.3249 -30.2101 -3.2302
C 9.8387 -29.3688 -4.4759
C 11.4135 -29.0869 -4.2754
C 12.2581 -28.6091 -5.4198
C 12.0401 -29.6367 -6.5317
C 10.5900 -29.8068 -6.9891
N 9.7547 -30.0898 -5.7722
O 8.4368 -30.3910 -6.1081
C 10.0649 -28.6342 -7.8845
C 10.4047 -31.1224 -7.8732
C 9.1667 -27.9835 -4.4960
H 8.3027 -30.5878 -3.2554
H 9.4702 -29.7875 -2.2360
H 9.9121 -31.1275 -3.2720
H 11.6063 -28.4310 -3.4265
H 11.9522 -29.9403 -3.8637
H 13.2508 -28.4605 -4.9948
H 12.0072 -27.6019 -5.7525
H 12.3628 -30.6503 -6.2938
H 12.4769 -29.2432 -7.4495
H 10.5370 -28.5349 -8.8619
H 9.0224 -28.6574 -8.2018
H 10.1429 -27.6769 -7.3691
H 9.4973 -31.0841 -8.4759
H 11.3075 -31.1211 -8.4841
H 10.4059 -32.1362 -7.4729
H 8.1291 -28.2223 -4.7292
H 9.4688 -27.3720 -5.3463
H 9.1690 -27.4471 -3.5472
H 8.3521 -31.3344 -5.9519
C 7.9194 -33.2764 0.2447
C 8.3351 -33.8325 -1.0566
O 7.4288 -33.9616 -1.9313
C 9.7969 -34.1367 -1.2661
H 8.1100 -32.2111 0.3749
H 8.2353 -33.8247 1.1322
H 6.8301 -33.2520 0.2753
H 10.3234 -33.3048 -1.7339
H 9.9063 -34.7624 -2.1519
H 10.3094 -34.5262 -0.3865
C 2.6286 -39.7172 -3.1898
C 2.2155 -39.9857 -4.6581
O 1.1193 -40.3536 -5.0179
C 3.4292 -39.6387 -5.6598
H 2.9379 -40.6811 -2.7854
H 1.8527 -39.4211 -2.4838
H 3.4141 -38.9654 -3.1134
H 4.1266 -39.0922 -5.0250
H 3.2179 -39.0748 -6.5684
H 4.0102 -40.5272 -5.9072
C 2.6880 -31.9073 -1.1976
C 4.2161 -31.8743 -1.3663
O 4.7946 -32.8389 -1.8608
C 5.0526 -30.6458 -0.8440
H 2.2099 -31.3213 -1.9826
H 2.3931 -31.5581 -0.2081
H 2.3726 -32.9446 -1.3097
H 5.2771 -29.9934 -1.6879
H 5.9946 -30.9269 -0.3733
H 4.5533 -30.1377 -0.0190
C 6.3835 -36.7027 -6.3629
C 7.0984 -36.7158 -5.0681
O 6.5526 -36.2094 -4.0717
C 8.5205 -36.9120 -5.0239
H 5.5739 -35.9730 -6.3745
H 5.9739 -37.7104 -6.4318
H 6.9818 -36.4343 -7.2337
H 8.9799 -36.3932 -4.1825
H 8.9756 -36.6134 -5.9682
H 8.7873 -37.9618 -4.9020
```

Properties
HOMO energy (alpha / beta) in eV: -3.9 / -3.9
Frontier orbital gap (alpha / beta) in eV: 5.60 / 5.60
DFT total energy in hartree: -4141.6441
Lowest unoccupied orbital energy (alpha / beta) in eV: 1.7 / 1.7
Multiplicity: 5
Net charge: -1

Record 6
DFT (ωB97M-V/def2-TZVPD) results for the molecule C3H7N3O.

```
14
C3H7N3O, DFT ωB97M-V/def2-TZVPD
H -3.8740 0.2375 -0.7450
N -2.9668 0.6923 -0.6640
C -2.0951 -0.1731 -0.3490
N -0.7669 0.1795 -0.1652
C 0.1421 -0.8053 0.1529
O -0.1839 -1.9815 0.2916
N 1.4515 -0.5278 0.3336
C 2.1706 0.7313 0.2801
H -2.2490 -1.2391 -0.1871
H -0.5181 1.1482 -0.3094
H 1.7545 -1.4840 0.5366
H 1.7102 1.4933 0.9249
H 2.2335 1.1396 -0.7387
H 3.1916 0.5890 0.6387
```

Properties
HOMO energy in eV: -9.8
Frontier orbital gap in eV: 10.50
Energy above the lowest of the compared OMol25 structures with the same formula, charge and spin in kcal per mole: 11.0
DFT total energy in hartree: -358.0324
Lowest unoccupied orbital energy in eV: 0.7
Multiplicity: 1
SMILES: [H]/N=C/NC(=O)NC
Net charge: 0

Record 7
DFT (ωB97M-V/def2-TZVPD) results for a cluster of 4 separate species, C5H14O3 in total.

```
22
C5H14O3, DFT ωB97M-V/def2-TZVPD
C 0.1826 2.0816 1.4344
C 1.3126 1.8652 0.7875
C 1.5477 0.8114 -0.3018
C 2.0078 -0.4251 -0.0366
C 2.7682 -1.2049 -1.0455
H -0.0297 2.5247 2.3624
H -0.7738 1.9956 0.9200
H 2.2483 2.3654 1.0654
H 1.5370 1.3012 -1.2648
H 2.0285 -0.8453 1.0589
H 2.9840 -2.2570 -0.9327
H 3.8224 -0.6471 -1.1466
H 2.2958 -0.9195 -2.0837
O 0.5348 -4.1202 4.0966
H 1.1164 -4.8307 3.7622
H 0.4738 -3.4517 3.4549
O -6.4372 -0.1070 -1.6430
H -7.2564 0.0780 -2.2323
H -6.2641 -1.0181 -1.9965
O -0.0991 2.0213 -2.8001
H -0.4410 2.8519 -3.2583
H -0.6432 1.7303 -1.9653
```

Properties
HOMO energy in eV: -9.1
Frontier orbital gap in eV: 9.84
Energy above the lowest of the compared OMol25 structures with the same formula, charge and spin in kcal per mole: 67.7
DFT total energy in hartree: -424.4984
Lowest unoccupied orbital energy in eV: 0.7
Multiplicity: 1
SMILES: C=C/C=C/C.O.O.O
Net charge: 0

Record 8
DFT (ωB97M-V/def2-TZVPD) results for a cluster of 2 separate species, C5H8N2O3 in total.

```
18
C5H8N2O3, DFT ωB97M-V/def2-TZVPD
O -3.3852 -1.8256 -1.3957
C -2.2810 -1.3653 -1.1493
C -1.4691 -0.4113 -1.9181
C -0.2926 0.0602 -1.4650
N 0.2447 -0.4170 -0.2958
C -0.3406 -1.4456 0.4411
O 0.1669 -1.8515 1.4778
N -1.5551 -1.8361 -0.0395
H -1.8841 -0.0236 -2.8478
H 0.3604 0.7557 -1.9538
H 1.1810 -0.2222 -0.0630
H -2.0469 -2.5536 0.5308
C 2.0961 2.1343 1.4923
O 0.8694 1.4549 1.3548
H 1.8665 3.1925 1.6203
H 2.6658 1.8060 2.3757
H 2.7414 2.0245 0.6119
H 1.0625 0.5235 1.2232
```

Properties
HOMO energy in eV: -9.6
Frontier orbital gap in eV: 10.06
Energy above the lowest of the compared OMol25 structures with the same formula, charge and spin in kcal per mole: 6.7
DFT total energy in hartree: -530.5666
Lowest unoccupied orbital energy in eV: 0.4
Multiplicity: 1
SMILES: O=c1cc[nH]c(=O)[nH]1.CO
Net charge: 0

Record 9
DFT (ωB97M-V/def2-TZVPD) results for a structure of composition C7H6O6Tl.

```
20
C7H6O6Tl, DFT ωB97M-V/def2-TZVPD
O 0.0001 0.0000 -3.1462
C -0.0004 0.0004 -1.9996
Tl 0.0047 0.0036 -0.0550
O 1.9435 -2.4821 -0.0025
C 1.2368 -1.5747 0.0044
C -1.2348 1.5747 0.0060
O -1.9428 2.4795 -0.0033
C -1.5811 -1.2338 -0.0118
O -2.4836 -1.9464 -0.0008
C 1.5758 1.2344 0.0056
O 2.4814 1.9443 -0.0046
C -0.2368 -0.9966 4.2638
C -0.6597 -1.0665 2.8234
O 0.0893 0.0989 2.2833
H 0.8276 -1.1551 4.3567
H -0.7645 -1.8114 4.7398
H -0.5280 -0.0653 4.7142
H -0.3241 -1.9518 2.3269
H -1.7061 -0.8616 2.6608
H -0.3379 0.9048 2.4020
```

Properties
HOMO energy in eV: -22.6
Frontier orbital gap in eV: 8.22
Energy above the lowest of the compared OMol25 structures with the same formula, charge and spin in kcal per mole: 30.6
DFT total energy in hartree: -892.6049
Lowest unoccupied orbital energy in eV: -14.4
Multiplicity: 1
Net charge: +3

Record 10
DFT (ωB97M-V/def2-TZVPD) results for the molecule C5H13N3O.

```
22
C5H13N3O, DFT ωB97M-V/def2-TZVPD
H 1.5258 -0.5429 -2.4110
N 0.5985 -0.1651 -2.6100
C -0.1406 -0.0109 -1.6107
C -1.4959 0.5911 -1.7462
C 0.3534 -0.5041 -0.0695
C -0.3158 -1.8411 0.2066
O 1.7392 -0.6874 -0.0625
N -0.0955 0.5499 0.7745
C 0.1188 0.1873 2.3231
N 0.6184 1.7442 0.4328
H -1.5089 1.5579 -1.2488
H -2.2352 -0.0445 -1.2639
H -1.7415 0.7107 -2.7992
H -1.3602 -1.6896 0.4604
H 0.1948 -2.3470 1.0222
H -0.2359 -2.4657 -0.6810
H 2.1270 0.1642 -0.3255
H -0.5113 -0.6596 2.5739
H 1.1674 -0.0423 2.5418
H -0.1980 1.0695 2.8773
H -0.0176 2.5267 0.5584
H 1.4132 1.8985 1.0570
```

Properties
HOMO energy in eV: -8.9
Frontier orbital gap in eV: 9.62
Energy above the lowest of the compared OMol25 structures with the same formula, charge and spin in kcal per mole: 57.5
DFT total energy in hartree: -437.7625
Lowest unoccupied orbital energy in eV: 0.8
Multiplicity: 1
SMILES: [H]/N=C(/C)[C@@](C)(O)N(C)N
Net charge: 0

The highest multiplicity belongs to which entry? C40H70F3FeN2O12

Among the records above, which one has the highest multiplicity? C40H70F3FeN2O12

multiplicity of number 6 (C3H7N3O)? 1